Record 1
The following is a DFT calculation (ωB97M-V with the def2-TZVPD basis set) of an isolated ion of composition C10H15N2 and charge +1 at a distorted geometry.

## Properties
* 2S+1: 1
* ΔE to the lowest compared entry with this formula, charge and spin: 378.99 kJ/mol
* charge: +1
* Kohn-Sham gap: 8.76 eV

Each line ends with the natural charge from an NBO analysis.
Positions of all 27 atoms, in Å:
N  0.45  -0.17  -0.59  -0.303
N  0.02  0.96  1.30  -0.664
C  -0.05  -0.21  0.67  0.428
C  -0.85  2.37  0.56  0.220
C  0.50  -2.55  -0.63  -0.056
C  0.62  -3.86  -1.41  -0.634
C  0.15  -2.60  0.73  -0.096
C  -0.17  3.58  1.15  -0.666
C  0.65  -1.34  -1.28  0.072
C  -2.09  2.14  0.24  -0.429
C  1.04  1.13  -1.04  -0.404
C  -0.33  -1.46  1.30  -0.243
H  0.39  1.58  -1.87  0.240
H  -2.72  3.01  -0.22  0.256
H  -0.74  -1.51  2.25  0.237
H  1.00  -1.33  -2.36  0.250
H  -2.66  1.18  0.21  0.249
H  1.61  -4.36  -1.44  0.245
H  0.74  3.74  0.67  0.228
H  0.04  -4.51  -0.87  0.222
H  2.12  0.90  -1.34  0.239
H  -0.15  1.08  2.26  0.405
H  0.12  3.47  2.17  0.243
H  0.24  -3.87  -2.50  0.240
H  -0.03  -3.44  1.35  0.244
H  -0.93  4.31  0.95  0.248
H  1.02  1.77  -0.27  0.230


Record 2
The following is a DFT calculation (ωB97M-V with the def2-TZVPD basis set) of C9H21BClF4O2P2Sc as an isolated structure at a distorted geometry.

## Properties
* 2S+1: 1
* charge: +2
* Kohn-Sham gap: 6.44 eV

Each line ends with the natural charge from an NBO analysis.
Positions of all 41 atoms, in Å:
Sc  0.30  -0.70  0.69  1.347
Cl  1.63  -2.42  1.39  -0.429
P  1.79  1.45  1.05  0.811
P  -1.68  -1.50  -0.82  0.783
F  -2.02  0.14  4.21  -0.497
F  -0.66  -0.73  2.48  -0.580
F  -2.87  -0.03  2.05  -0.538
F  -1.23  1.55  2.54  -0.542
O  0.27  1.16  -2.90  -0.210
O  -1.30  2.06  -0.65  -0.391
C  -1.43  -2.39  -2.38  -0.933
C  -2.38  -2.78  0.27  -0.924
C  -3.17  -0.53  -1.19  -0.932
C  3.38  1.63  0.18  -0.933
C  1.83  -0.81  -3.19  -0.847
C  0.91  0.19  -2.82  0.957
C  -0.64  1.16  -0.38  0.442
C  1.23  3.18  1.13  -0.935
C  2.27  1.17  2.79  -0.924
B  -1.82  0.34  2.88  1.391
H  2.99  1.95  3.07  0.265
H  2.21  -0.70  -4.24  0.392
H  3.24  2.16  -0.76  0.241
H  1.31  -1.80  -3.09  0.353
H  -1.23  -1.68  -3.19  0.219
H  -3.99  -1.17  -1.56  0.279
H  -0.59  -3.09  -2.30  0.251
H  -2.35  -2.95  -2.60  0.288
H  2.73  0.18  2.91  0.268
H  2.68  -0.76  -2.48  0.352
H  -2.73  -2.33  1.21  0.294
H  1.39  1.23  3.44  0.283
H  3.81  0.64  -0.01  0.247
H  -3.50  -0.02  -0.28  0.292
H  -1.64  -3.56  0.50  0.268
H  1.07  3.56  0.12  0.241
H  -3.22  -3.22  -0.27  0.266
H  4.05  2.20  0.85  0.282
H  -2.93  0.22  -1.95  0.238
H  0.28  3.23  1.68  0.285
H  1.98  3.80  1.64  0.279


Record 3
The following is a DFT calculation (ωB97M-V with the def2-TZVPD basis set) of C26H31DyI2N10O3S as an isolated structure at a distorted geometry.

## Properties
* 2S+1: 6
* ΔE to the lowest compared entry with this formula, charge and spin: 38.58 kJ/mol
* <S²>: 9.333
* charge: 0
* Kohn-Sham gap (spin up / spin down): 7.53 / 7.53 eV

Each line ends with the Mulliken spin population.
Positions of all 74 atoms, in Å:
Dy  0.03  0.56  0.46  4.950
I  -7.09  3.97  0.99  0.000
I  -4.83  -1.59  0.85  0.000
S  2.34  2.89  0.16  -0.001
O  -2.26  0.10  0.21  0.004
O  1.16  3.08  -0.68  0.004
O  2.49  3.76  1.29  0.000
N  2.12  -0.61  -1.44  -0.002
N  -0.50  -1.72  -1.58  -0.008
N  2.40  -0.57  1.71  0.001
N  2.16  1.35  0.57  0.017
N  -0.40  1.17  -1.97  -0.001
N  -1.75  2.75  0.28  0.005
N  -0.83  0.52  3.88  0.003
N  4.21  0.99  1.67  0.000
N  7.08  3.32  -3.38  0.000
N  -0.54  -2.02  1.32  0.001
C  3.12  -1.36  2.48  0.001
C  5.00  3.34  -0.35  0.000
C  6.10  3.45  -1.17  0.000
C  -4.12  3.24  0.58  0.000
C  -4.54  0.48  0.71  -0.001
C  -0.48  0.68  2.79  0.015
C  -3.03  2.33  0.43  0.000
C  4.41  -1.05  2.89  0.000
C  -5.41  2.71  0.79  0.000
C  -3.81  4.61  0.51  0.000
C  -1.51  4.04  0.25  -0.002
C  -1.29  -1.01  -2.59  0.003
C  -3.23  0.91  0.44  0.007
C  -2.52  5.01  0.35  0.000
C  1.95  -2.07  -1.42  0.004
C  3.76  3.04  -0.89  0.000
C  0.66  -2.40  -2.16  -0.001
C  4.71  2.98  -3.09  0.000
C  5.97  3.26  -2.56  0.000
C  -1.36  -2.68  -0.88  0.002
C  2.96  0.61  1.36  0.000
C  -5.61  1.35  0.88  0.000
C  -0.74  -3.16  0.43  -0.001
C  3.61  2.87  -2.26  0.000
C  4.90  0.16  2.44  0.000
C  -0.58  0.24  -3.09  -0.002
H  5.09  3.48  0.72  0.000
H  -1.17  0.68  -3.90  0.000
H  4.99  -1.70  3.52  0.000
H  0.26  1.91  -2.18  0.002
H  -1.28  1.63  -1.76  0.000
H  0.40  0.00  -3.50  0.000
H  -2.26  6.06  0.30  0.000
H  -1.42  -3.91  0.85  0.000
H  -2.28  -2.17  -0.62  0.000
H  2.94  -0.34  -0.91  0.000
H  5.91  0.49  2.69  0.000
H  2.65  -2.29  2.79  0.000
H  -6.60  0.96  1.08  0.000
H  -1.46  -1.68  1.61  0.001
H  2.78  -2.61  -1.89  0.000
H  -1.59  -3.54  -1.52  0.000
H  -0.07  -2.31  2.17  0.001
H  0.79  -2.11  -3.21  0.000
H  6.93  3.42  -4.36  0.000
H  -0.47  4.33  0.13  0.000
H  7.90  3.77  -3.02  0.000
H  2.62  2.68  -2.66  0.000
H  0.52  -3.49  -2.15  0.000
H  2.28  -0.31  -2.40  0.000
H  -2.21  -0.69  -2.11  0.000
H  -1.54  -1.66  -3.44  0.000
H  1.89  -2.37  -0.38  0.000
H  7.07  3.69  -0.76  0.000
H  4.59  2.86  -4.16  0.000
H  0.22  -3.65  0.25  0.000
H  -4.61  5.34  0.60  0.000


Record 4
The following is a DFT calculation (ωB97M-V with the def2-TZVPD basis set) of a single C3H3N3OS molecule at a distorted geometry.

## Properties
* 2S+1: 1
* ΔE to the lowest compared entry with this formula, charge and spin: 476.89 kJ/mol
* charge: 0
* Kohn-Sham gap: 7.97 eV

Each line ends with the natural charge from an NBO analysis.
Positions of all 11 atoms, in Å:
S  -1.80  -1.05  0.01  0.292
O  0.27  1.52  2.14  -0.483
N  1.58  0.74  -0.40  -0.555
N  0.30  -0.87  -1.60  -0.454
N  -0.77  0.77  1.70  -0.085
C  0.40  0.20  -0.64  0.295
C  -0.74  -1.58  -1.39  -0.031
C  -0.65  0.23  0.43  -0.070
H  -0.15  1.94  2.84  0.475
H  2.26  0.81  -1.23  0.363
H  -0.68  -2.70  -1.86  0.251


Record 5
The following is a DFT calculation (ωB97M-V with the def2-TZVPD basis set) of a single C5H8O molecule at a distorted geometry.

## Properties
* 2S+1: 1
* ΔE to the lowest compared entry with this formula, charge and spin: 88.88 kJ/mol
* charge: 0
* Kohn-Sham gap: 9.51 eV

Each line ends with the natural charge from an NBO analysis.
Positions of all 14 atoms, in Å:
O  -0.55  1.11  0.68  -0.505
C  0.57  0.32  0.26  0.096
C  0.88  -0.59  1.42  -0.619
C  -1.20  0.23  -1.32  -0.315
C  0.15  -0.39  -1.06  -0.452
C  -1.52  1.02  -0.30  0.132
H  0.03  -1.27  1.55  0.209
H  0.09  -1.49  -0.93  0.206
H  0.96  0.04  2.31  0.221
H  -1.76  0.10  -2.23  0.222
H  1.80  -1.17  1.29  0.211
H  1.41  1.00  0.05  0.178
H  -2.44  1.58  -0.17  0.202
H  0.83  -0.22  -1.91  0.215


Record 6
The following is a DFT calculation (ωB97M-V with the def2-TZVPD basis set) of an isolated ion of composition C3H6N3O and charge +1 at a distorted geometry.

## Properties
* 2S+1: 1
* ΔE to the lowest compared entry with this formula, charge and spin: 522.27 kJ/mol
* charge: +1
* Kohn-Sham gap (spin up / spin down): 5.83 / 6.84 eV

Each line ends with the natural charge from an NBO analysis.
Positions of all 13 atoms, in Å:
O  -3.48  -0.52  -0.53  -0.470
N  -1.62  0.49  0.18  -0.289
N  0.68  -1.14  0.14  -0.466
N  0.49  1.23  -0.26  -0.260
C  -0.77  1.49  0.02  0.242
C  -2.86  0.02  0.29  0.483
C  0.97  0.00  -0.53  -0.162
H  0.74  -2.04  -0.27  0.435
H  -1.11  2.49  -0.08  0.230
H  2.16  0.11  -0.64  0.354
H  -3.16  0.08  1.28  0.153
H  0.90  -0.20  -1.70  0.324
H  0.84  -1.08  1.16  0.427